Record 1
Below is C4H7NOS3 as an isolated structure, with properties calculated with ωB97M-V/def2-TZVPD.

Summary:
energy above the lowest of the compared OMol25 structures with the same formula, charge and spin	288.6	kJ/mol

Last column: Mulliken charge in e.
Geometry (Å):
C: -0.05650 0.64509 0.67471  -0.23
C: -0.06963 2.14134 0.58916  -0.32
C: 0.18088 -2.30872 0.53214  -0.22
C: 0.62126 -1.67506 -2.48477  0.11
H: 1.95746 0.34624 1.92402  0.14
H: -1.07634 0.25673 0.64591  0.49
H: 0.50362 0.22898 -0.17861  0.22
H: 0.91557 2.61147 0.66846  0.28
H: 0.04526 -2.56680 1.58323  0.27
H: 0.69592 -3.01197 -0.11536  0.29
H: 0.65132 -1.22170 -3.49299  0.31
N: -0.29213 -1.18305 0.17569  -0.28
O: 1.09792 -2.75419 -2.23231  -0.47
S: 0.68422 0.05821 2.23288  -0.23
S: -1.38167 3.05444 0.39855  -0.23
S: -0.20800 -0.55915 -1.39851  -0.12

Forces on atoms 1 to 6 (eV/Å):
C -0.37 5.21 2.87
C 0.62 0.32 0.36
C -0.11 -0.40 -0.45
C -0.36 -0.56 0.17
H -0.03 0.02 -0.02
H 0.17 1.99 0.64


Record 2
Below is one molecule with the formula C4H7NS, with properties calculated with ωB97M-V/def2-TZVPD.

Summary:
energy above the lowest of the compared OMol25 structures with the same formula, charge and spin	115.9	kJ/mol

Last column: Mulliken charge in e.
Geometry (Å):
C: 0.04142 1.85515 0.02034  -0.79
C: 1.02640 -0.68489 -0.12955  -0.52
C: -0.15450 -1.68028 0.07014  -0.37
C: -1.02812 -0.42226 -0.01796  0.04
H: 0.88198 2.25783 -0.55039  0.30
H: -0.89755 2.25505 -0.27060  0.30
H: 0.18990 2.14486 1.09992  0.28
H: 1.59893 -0.85211 -1.00666  0.28
H: 1.69186 -0.62832 0.77739  0.26
H: -0.40493 -2.32585 -0.81326  0.24
H: -0.27407 -2.24409 1.04787  0.26
N: 0.01975 0.38244 -0.16375  0.10
S: -2.69108 -0.05753 -0.06349  -0.36

Forces on atoms 1 to 6 (eV/Å):
C 1.52 -1.04 0.91
C 0.11 -0.26 2.59
C -1.24 -0.46 -0.40
C -2.32 0.14 -0.10
H -0.30 0.09 -0.04
H -0.76 0.22 -0.55


Record 3
Below is one molecule with the formula C4H7NS, with properties calculated with ωB97M-V/def2-TZVPD.

Summary:
energy above the lowest of the compared OMol25 structures with the same formula, charge and spin	400.4	kJ/mol

Last column: Mulliken charge in e.
Geometry (Å):
C: 1.25768 1.20407 0.06981  -0.78
C: 1.15351 -0.36211 -0.08594  0.34
C: -1.35050 -0.51295 -0.70452  -0.33
C: -1.25494 -0.86551 0.74122  -0.39
H: 1.77691 1.23403 1.16261  0.24
H: 1.99495 1.63974 -0.77184  0.27
H: 0.35022 1.83050 -0.12925  0.28
H: -1.31734 0.62966 -0.89062  0.15
H: -1.72168 -1.08450 -1.61227  0.24
H: -1.68971 -1.76041 1.12757  0.29
H: -1.65401 0.18986 1.38327  0.19
N: -0.04981 -1.02969 -0.24646  -0.22
S: 2.50472 -1.11269 -0.04358  -0.28

Forces on atoms 1 to 6 (eV/Å):
C 1.73 0.22 -0.15
C -1.97 3.85 -0.29
C 1.32 1.64 -1.86
C -1.01 3.39 -0.60
H -1.48 0.86 -2.71
H -1.27 -1.25 2.19


Record 4
Below is C4H7NS as an isolated structure, with properties calculated with ωB97M-V/def2-TZVPD.

Summary:
energy above the lowest of the compared OMol25 structures with the same formula, charge and spin	518.0	kJ/mol

Last column: Mulliken charge in e.
Geometry (Å):
C: 0.71746 1.62898 0.75913  -0.40
C: -0.59473 1.22633 1.52014  -0.27
C: -0.48075 0.00128 0.72494  -0.44
C: 1.14909 0.24254 -1.28577  -0.78
N: 0.43543 0.68744 -0.11751  0.38
S: -2.28743 -1.55332 -0.00038  -0.31
H: -0.68116 1.16403 2.54714  0.34
H: -1.27099 1.97233 1.11615  0.20
H: -0.07679 -0.86700 1.18846  0.32
H: -1.70566 -2.61171 0.65224  0.11
H: 1.06469 0.90507 -2.14152  0.31
H: 2.27418 -0.02396 -0.95228  0.27
H: 0.79281 -0.79451 -1.66953  0.28

Forces on atoms 1 to 6 (eV/Å):
C -0.26 -0.02 0.28
C -0.27 1.12 -1.33
C -1.23 -1.68 -0.80
C 2.35 -3.29 -0.14
N 0.08 -0.69 -1.13
S 1.75 1.20 0.68


Record 5
Below is C4H7NS as an isolated structure, with properties calculated with ωB97M-V/def2-TZVPD.

Summary:
energy above the lowest of the compared OMol25 structures with the same formula, charge and spin	170.6	kJ/mol

Last column: Mulliken charge in e.
Geometry (Å):
C: -0.98306 -0.02366 0.33625  0.10
C: -0.99542 -0.46128 1.74032  -0.52
C: 0.19451 -0.72225 -0.28002  0.06
C: 1.21809 0.23817 -0.66522  -1.23
N: -1.81653 0.74645 -0.13043  -0.63
S: 0.51197 -1.48998 1.37503  -0.16
H: -0.92663 0.43449 2.44908  0.24
H: -1.82508 -1.00855 2.09224  0.35
H: -0.20676 -1.54824 -0.90893  0.40
H: 1.36013 0.77974 0.18598  0.41
H: 0.69866 0.89951 -1.28203  0.34
H: 2.02595 -0.18517 -1.17485  0.37
H: -1.67757 0.95327 -1.17841  0.25

Forces on atoms 1 to 6 (eV/Å):
C -0.04 -0.83 0.00
C 1.57 1.26 1.55
C -1.56 -2.45 1.47
C -1.14 -0.88 -1.67
N -1.52 2.14 -3.02
S -0.12 -0.07 0.76


Record 6
Below is one molecule with the formula C4H7NS, with properties calculated with ωB97M-V/def2-TZVPD.

Summary:
energy above the lowest of the compared OMol25 structures with the same formula, charge and spin	109.1	kJ/mol

Last column: Mulliken charge in e.
Geometry (Å):
C: -1.09580 1.74109 0.00855  -0.85
C: -1.65936 -0.81066 0.04011  -0.53
C: -0.33569 -1.61733 0.01138  -0.50
C: 0.31667 -0.24863 -0.07118  0.14
H: -1.90789 2.01718 -0.70624  0.30
H: -1.40954 2.12586 1.01276  0.28
H: -0.19080 2.23669 -0.26977  0.29
H: -2.14840 -0.83072 1.03291  0.31
H: -2.22465 -1.07731 -0.86329  0.27
H: -0.05191 -2.23371 0.87239  0.26
H: -0.15741 -2.20455 -0.89139  0.25
N: -0.83159 0.38759 -0.05607  0.16
S: 1.90980 0.17916 0.01700  -0.38

Forces on atoms 1 to 6 (eV/Å):
C -1.75 2.19 0.05
C 0.15 -0.66 0.50
C 0.38 -0.06 -0.20
C 2.40 -1.17 0.82
H 0.58 -0.11 0.43
H 0.27 -0.55 -0.56


Record 7
Below is one molecule with the formula C4H7NS2, with properties calculated with ωB97M-V/def2-TZVPD.

Summary:
energy above the lowest of the compared OMol25 structures with the same formula, charge and spin	55.3	kJ/mol

Last column: Mulliken charge in e.
Geometry (Å):
C: -2.41354 -1.27229 0.05926  -0.93
C: -0.50854 0.82750 -0.08833  0.34
C: 0.83142 1.39821 -0.14919  -0.94
C: 2.02543 0.77501 0.02507  0.29
H: -2.89818 -0.97140 -0.86476  0.32
H: -2.83607 -0.69551 0.84297  0.34
H: -2.49781 -2.35005 0.27421  0.32
H: 0.75882 2.40821 -0.34847  0.37
H: 2.83415 1.49587 0.13204  0.29
H: 1.55682 -1.17233 -0.03886  0.07
H: 3.29702 -0.79806 0.14146  0.21
N: 2.31738 -0.51100 0.09074  -0.29
S: -0.67198 -0.98055 -0.11802  -0.10
S: -1.79493 1.84641 0.04187  -0.30

Forces on atoms 1 to 6 (eV/Å):
C 0.11 -0.63 -0.66
C 0.11 -0.47 -0.01
C -1.05 -2.75 0.20
C -0.25 2.17 -0.31
H -0.20 -0.28 -0.06
H -0.22 0.48 0.86


Record 8
Below is one molecule with the formula C4H7NS3, with properties calculated with ωB97M-V/def2-TZVPD.

Summary:
energy above the lowest of the compared OMol25 structures with the same formula, charge and spin	110.2	kJ/mol

Last column: Mulliken charge in e.
Geometry (Å):
C: -2.66553 -0.98586 -0.74255  -1.10
C: -1.60685 -0.24992 -0.04463  0.46
C: 0.98166 0.85018 -0.31157  0.57
C: 0.81086 2.39263 -0.25586  -1.00
H: -2.29426 -1.95149 -1.10349  0.33
H: -2.99996 -0.49391 -1.73686  0.28
H: -3.52986 -1.10324 -0.04403  0.32
H: 1.31726 2.87301 -1.10295  0.29
H: 1.36768 2.76087 0.58783  0.35
H: -0.22335 2.74192 -0.29212  0.32
H: 3.11088 -1.37558 1.21544  0.16
N: 2.02984 0.36522 0.24129  -0.46
S: -1.59539 0.26072 1.49540  -0.22
S: -0.28230 -0.03357 -1.20287  -0.17
S: 2.12281 -1.35529 0.26465  -0.12

Forces on atoms 1 to 6 (eV/Å):
C -2.10 -0.09 -1.19
C 1.34 0.80 0.10
C 0.59 1.90 0.81
C 0.55 -0.70 -0.82
H -0.06 -0.07 0.42
H 0.46 -0.36 1.75


Record 9
Below is an isolated ion of composition C4H7O and charge -1, with properties calculated with ωB97M-V/def2-TZVPD.

Summary:
charge	-1
energy above the lowest of the compared OMol25 structures with the same formula, charge and spin	47.8	kJ/mol

Last column: Mulliken charge in e.
Geometry (Å):
O: 2.25209 -0.22198 -1.49141  -0.85
C: 1.09426 0.13639 -0.93058  -0.36
C: 0.58374 -0.77374 0.21018  -0.26
C: -0.82929 -0.38501 0.54728  -0.32
C: -1.42702 0.83859 0.52343  -0.59
H: 1.08219 1.18541 -0.52935  0.08
H: 1.28372 -0.65794 1.05412  0.28
H: 0.58850 -1.82136 -0.13595  0.23
H: -1.30678 -1.13192 1.20084  0.23
H: -0.00679 0.15908 -1.49588  0.04
H: -1.12464 1.58442 -0.22061  0.29
H: -2.18997 1.08807 1.26793  0.24

Forces on atoms 1 to 6 (eV/Å):
O -0.89 0.11 -0.14
C -0.99 -0.09 -0.38
C -0.20 0.31 -1.38
C -0.34 0.85 2.55
C 0.68 -1.19 -0.48
H 0.14 -0.07 0.10


Values of orbital gap, in order: 8.200 8.873 8.640 8.305 9.761 8.901 8.148 8.609 6.370, all in eV.